This record from OMol25 describes a molecular structure, C29H27N4O4PtS2 at a distorted geometry. The level of theory is ωB97M-V/def2-TZVPD.

Summary:
HOMO energy (spin up / spin down) (eV): -16.563 / -16.563
Kohn-Sham gap (spin up / spin down) (eV): 3.949 / 3.982
Energy relative to the best compared isomer or geometry (same formula, charge and spin) (eV): 2.6048

```
! wB97M-V def2-TZVPD RIJCOSX def2/J DEFGRID3
* xyz 3 1
Pt 0.094 0.009 -1.080
C -3.883 -1.844 3.636
C -3.190 -1.869 2.306
C -2.369 -2.941 1.948
C -1.819 -3.025 0.685
C -2.069 -1.996 -0.218
C -2.858 -0.896 0.114
C -3.402 -0.840 1.383
S -1.500 -2.155 -1.848
O -1.673 -0.888 -2.550
O -1.846 -3.377 -2.468
N 0.221 -1.992 -1.590
C 1.138 -2.357 -2.435
C 1.063 -3.554 -3.265
C 2.130 -3.900 -4.033
C 3.299 -3.102 -4.050
C 3.418 -1.910 -3.293
C 4.549 -1.072 -3.324
C 4.532 0.094 -2.582
C 3.382 0.418 -1.867
N 2.292 -0.370 -1.849
C 2.333 -1.516 -2.503
H -3.490 -2.595 4.317
H -4.945 -2.056 3.492
H -3.833 -0.858 4.097
H -2.190 -3.735 2.661
H -1.215 -3.881 0.402
H -3.089 -0.141 -0.627
H -4.036 -0.006 1.658
H 0.177 -4.175 -3.222
H 2.086 -4.800 -4.633
H 4.134 -3.398 -4.680
H 5.410 -1.336 -3.927
H 5.384 0.759 -2.560
H 3.327 1.337 -1.297
N -3.026 6.243 -2.265
C -2.256 5.453 -3.037
O -2.000 5.661 -4.199
C -1.660 4.199 -2.402
C -1.906 3.730 -1.115
C -1.290 2.570 -0.692
N -0.456 1.892 -1.494
C -0.211 2.331 -2.741
C -0.795 3.476 -3.219
H -3.405 7.079 -2.685
H -3.215 6.084 -1.294
H -2.572 4.232 -0.428
H -1.447 2.173 0.302
H 0.463 1.746 -3.353
H -0.602 3.828 -4.224
C 1.662 2.279 2.267
S 1.768 0.550 1.820
O 0.453 0.284 1.059
C 1.496 -0.159 3.423
C 0.204 -0.455 3.832
C 0.017 -0.913 5.127
C 1.106 -1.074 5.976
C 2.392 -0.788 5.538
C 2.600 -0.334 4.244
H 0.728 2.435 2.807
H 1.694 2.871 1.352
H 2.516 2.526 2.899
H -0.625 -0.329 3.148
H -0.981 -1.132 5.482
H 0.951 -1.434 6.985
H 3.236 -0.927 6.200
H 3.605 -0.133 3.889
*
```



This record from OMol25 describes a molecular structure, C29H27N5OSSn. The level of theory is ωB97M-V/def2-TZVPD.

Summary:
HOMO energy (eV): -13.803
Kohn-Sham gap (eV): 7.586
Energy relative to the best compared isomer or geometry (same formula, charge and spin) (eV): 0.0836

```
! wB97M-V def2-TZVPD RIJCOSX def2/J DEFGRID3
* xyz 2 1
Sn -0.141 1.862 0.389
C -0.626 4.091 4.348
C -1.899 3.758 4.777
C -2.695 2.937 3.992
C -2.190 2.467 2.790
N -0.964 2.804 2.381
C -0.195 3.587 3.135
C -2.967 1.612 1.851
C -4.224 1.129 2.172
C -4.934 0.422 1.219
C -4.389 0.248 -0.040
C -3.120 0.742 -0.302
N -2.411 1.375 0.650
C -2.509 0.654 -1.658
C -3.071 -0.065 -2.701
C -2.449 -0.042 -3.943
C -1.292 0.699 -4.107
C -0.789 1.377 -3.007
N -1.379 1.350 -1.816
H 0.019 4.730 4.934
H -2.279 4.138 5.716
H -3.693 2.687 4.318
H 0.791 3.816 2.747
H -4.651 1.305 3.147
H -5.917 0.035 1.446
H -4.959 -0.250 -0.808
H -3.977 -0.638 -2.569
H -2.872 -0.594 -4.771
H -0.785 0.754 -5.059
H 0.116 1.969 -3.085
O 0.322 0.476 2.084
N 1.009 -0.673 2.046
C 1.859 -0.920 3.060
C 2.557 -2.101 3.111
C 2.363 -3.051 2.112
C 1.495 -2.775 1.075
C 0.843 -1.554 1.042
S -0.272 -1.042 -0.215
H 1.918 -0.141 3.804
H 3.227 -2.277 3.939
H 2.881 -3.999 2.146
H 1.322 -3.483 0.277
C 4.043 -1.490 -0.688
N 3.086 -0.410 -0.473
C 3.766 0.764 0.060
C 2.401 -0.061 -1.712
C 1.597 -1.192 -2.300
C 2.002 -1.761 -3.502
C 1.282 -2.784 -4.106
C 0.129 -3.268 -3.512
C -0.294 -2.727 -2.306
C 0.435 -1.704 -1.709
H 4.805 -1.222 -1.434
H 3.533 -2.391 -1.029
H 4.548 -1.717 0.251
H 4.511 1.170 -0.639
H 4.280 0.503 0.985
H 3.041 1.551 0.278
H 3.116 0.289 -2.475
H 1.741 0.786 -1.502
H 2.902 -1.388 -3.975
H 1.630 -3.203 -5.041
H -0.436 -4.067 -3.974
H -1.189 -3.100 -1.825
*
```



This record from OMol25 describes a molecular structure, C29H28CaN3O7 at a distorted geometry. The level of theory is ωB97M-V/def2-TZVPD.

Summary:
HOMO energy (eV): -3.719
Kohn-Sham gap (eV): 4.416
Energy relative to the best compared isomer or geometry (same formula, charge and spin) (eV): 1.0292

```
! wB97M-V def2-TZVPD RIJCOSX def2/J DEFGRID3
* xyz -1 1
C -2.067 1.592 0.311
C -1.847 1.351 -1.076
C -2.185 0.005 -1.345
H -1.542 2.092 -1.821
C -2.603 -0.603 -0.123
C -2.558 0.389 0.903
H -3.007 -1.606 -0.020
C 2.942 1.514 -0.022
C 2.039 2.140 -0.920
C 1.684 1.212 -1.938
H 1.715 3.177 -0.879
C 2.392 -0.005 -1.656
C 3.172 0.196 -0.473
H -2.213 -0.461 -2.333
H -2.890 0.266 1.936
H -1.972 2.562 0.808
H 3.819 -0.555 -0.024
H 1.039 1.398 -2.804
H 3.409 1.980 0.840
Ca 0.035 -0.294 0.741
C 2.069 -1.393 -2.210
C 3.256 -2.370 -2.115
C 1.568 -1.308 -3.650
H 4.181 -1.892 -2.470
H 3.076 -3.256 -2.747
H 3.444 -2.728 -1.094
H 2.324 -0.759 -4.247
H 0.600 -0.779 -3.724
H 1.442 -2.321 -4.083
C 0.958 -1.842 -1.209
C 0.511 -3.259 -0.806
H 0.004 -1.293 -1.419
H 1.457 -1.521 -0.270
O 0.602 -3.591 0.405
N -0.141 -3.952 -1.853
C -1.620 -4.003 -1.637
H 0.242 -4.892 -2.003
C -2.452 -3.246 -2.653
C -3.790 -2.971 -2.320
H -4.186 -3.339 -1.365
C -4.588 -2.205 -3.171
H -5.598 -1.939 -2.863
C -4.087 -1.784 -4.405
H -4.716 -1.209 -5.080
C -2.784 -2.120 -4.774
H -2.396 -1.840 -5.749
C -1.956 -2.844 -3.898
H -0.920 -3.093 -4.156
H -1.848 -3.570 -0.645
H -1.958 -5.049 -1.573
O 0.692 0.122 2.928
C 0.607 1.383 2.730
O 0.339 1.869 1.570
C 0.805 2.372 3.873
C 0.705 3.745 3.601
C 0.896 4.720 4.608
C 1.196 4.309 5.916
C 1.278 2.936 6.206
C 1.092 1.967 5.187
N 1.565 2.482 7.552
O 1.759 3.292 8.480
O 1.615 1.242 7.721
N 0.826 6.131 4.279
O 0.568 6.484 3.108
O 1.005 6.945 5.209
H 0.473 4.039 2.589
H 1.353 5.066 6.678
H 1.172 0.912 5.442
*
```



This record from OMol25 describes a molecular structure, C29H28Cl2N2O5RuTe at a distorted geometry. The level of theory is ωB97M-V/def2-TZVPD.

Summary:
HOMO energy (spin up / spin down) (eV): -3.739 / -3.743
Kohn-Sham gap (spin up / spin down) (eV): 4.759 / 5.373
Energy relative to the best compared isomer or geometry (same formula, charge and spin) (eV): 4.4311

```
! wB97M-V def2-TZVPD RIJCOSX def2/J DEFGRID3
* xyz -1 2
Ru -0.678 0.184 -2.231
C 0.412 -3.353 -5.097
C 0.617 -2.229 -4.090
O -0.349 -1.483 -3.857
C 1.919 -2.123 -3.568
C 2.394 -1.145 -2.700
C 3.847 -1.169 -2.302
N 1.635 -0.173 -2.232
N 2.216 0.692 -1.402
C 1.518 1.783 -1.121
O 0.495 2.162 -1.757
C 2.009 2.581 0.016
C 1.157 3.531 0.569
C 1.559 4.275 1.660
C 2.823 4.087 2.198
C 3.676 3.145 1.643
C 3.274 2.386 0.562
H -0.624 -3.360 -5.423
H 0.668 -4.316 -4.661
H 1.056 -3.171 -5.955
H 2.633 -2.856 -3.911
H 4.355 -2.038 -2.710
H 3.921 -1.165 -1.215
H 4.337 -0.269 -2.667
H 0.179 3.663 0.124
H 0.887 5.008 2.087
H 3.139 4.669 3.052
H 4.666 3.011 2.057
H 3.920 1.637 0.128
C -3.997 3.059 -0.470
Te -2.138 1.887 -0.320
C -3.599 0.300 -0.576
C -4.897 0.798 -0.040
C -5.916 -0.060 0.345
C -7.123 0.443 0.805
C -7.299 1.810 0.920
C -6.284 2.673 0.541
C -5.090 2.180 0.033
H -4.187 3.303 -1.516
H -3.929 3.986 0.095
H -3.284 -0.632 -0.106
H -3.690 0.131 -1.655
H -5.766 -1.130 0.277
H -7.923 -0.232 1.072
H -8.229 2.207 1.302
H -6.418 3.743 0.637
Cl -2.306 1.062 -3.729
C 2.000 -1.040 4.553
C 2.450 -1.694 3.283
C 3.749 -2.130 3.108
C 4.115 -2.759 1.928
Cl 5.737 -3.345 1.752
C 3.212 -2.928 0.900
C 1.908 -2.487 1.061
C 1.513 -1.891 2.252
O 0.246 -1.506 2.543
C -0.778 -1.847 1.640
C -0.683 -1.120 0.281
O -0.323 0.075 0.306
O -1.014 -1.749 -0.739
H 2.824 -0.944 5.257
H 1.201 -1.628 5.010
H 1.590 -0.054 4.338
H 4.473 -1.992 3.897
H 3.507 -3.406 -0.020
H 1.216 -2.617 0.247
H -1.704 -1.504 2.115
H -0.824 -2.930 1.475
*
```



Short version: total energy = -69549.216; -56663.201; -67765.813; -78665.428 eV, in the order given.